{
  "formula": "C37H67CsN2PSeSi",
  "method": "ωB97M-V/def2-TZVPD",
  "charge": -1,
  "lumo_energy_ha": 0.0762,
  "homo_lumo_gap_ha": 0.203,
  "elements": ["Cs", "C", "C", "C", "C", "C", "C", "C", "C", "C", "C", "H", "H", "H", "H", "H", "H", "H", "H", "H", "H", "H", "H", "H", "H", "H", "C", "C", "C", "C", "C", "C", "P", "C", "C", "C", "C", "C", "C", "C", "C", "C", "C", "C", "C", "H", "H", "H", "H", "H", "H", "H", "H", "H", "H", "H", "H", "H", "H", "H", "H", "H", "H", "H", "H", "H", "H", "H", "H", "H", "H", "H", "H", "H", "H", "H", "H", "H", "C", "N", "C", "C", "N", "C", "C", "Se", "H", "H", "H", "H", "H", "H", "H", "H", "C", "Si", "C", "C", "C", "H", "H", "H", "H", "H", "H", "H", "H", "H", "H", "H"],
  "xyz": [[0.450, -0.819, 2.173], [1.598, -2.825, 4.168], [1.343, -3.697, 3.091], [2.357, -3.506, 2.127], [3.245, -2.519, 2.611], [2.772, -2.096, 3.872], [3.385, -1.077, 4.789], [4.501, -2.059, 1.926], [2.490, -4.291, 0.856], [0.230, -4.696, 2.962], [0.799, -2.657, 5.429], [3.704, -1.521, 5.739], [2.688, -0.269, 5.048], [4.264, -0.608, 4.344], [5.026, -2.891, 1.449], [5.199, -1.613, 2.637], [4.329, -1.308, 1.142], [2.600, -5.366, 1.040], [3.364, -3.974, 0.285], [1.623, -4.183, 0.191], [0.617, -5.713, 2.826], [-0.430, -4.502, 2.105], [-0.402, -4.714, 3.852], [1.367, -2.968, 6.313], [-0.117, -3.249, 5.414], [0.504, -1.614, 5.601], [-3.389, -1.832, -4.598], [-2.907, -2.788, -3.514], [-1.492, -2.410, -3.045], [-1.230, -0.895, -3.152], [-2.546, -0.158, -2.887], [-3.544, -0.418, -4.022], [0.111, -0.388, -1.975], [1.453, -1.615, -2.384], [2.653, -1.384, -1.447], [3.863, -2.173, -1.934], [4.362, -1.616, -3.275], [3.215, -1.026, -4.107], [1.916, -1.782, -3.847], [0.744, 1.243, -2.624], [0.026, 2.390, -1.883], [0.368, 3.728, -2.526], [-0.251, 3.815, -3.929], [-0.374, 2.431, -4.582], [0.766, 1.514, -4.148], [-4.331, -2.173, -5.033], [-2.658, -1.827, -5.413], [-2.917, -3.821, -3.867], [-3.601, -2.745, -2.671], [-0.750, -2.951, -3.638], [-1.357, -2.735, -2.008], [-0.919, -0.669, -4.178], [-2.395, 0.914, -2.761], [-2.950, -0.502, -1.932], [-3.406, 0.323, -4.814], [-4.560, -0.281, -3.645], [1.010, -2.565, -2.067], [2.371, -1.676, -0.434], [2.923, -0.324, -1.398], [3.569, -3.220, -2.046], [4.660, -2.157, -1.190], [4.860, -2.408, -3.839], [5.116, -0.845, -3.096], [3.468, -1.048, -5.170], [3.072, 0.025, -3.852], [2.091, -2.844, -4.048], [1.138, -1.476, -4.546], [1.781, 1.257, -2.270], [0.286, 2.364, -0.822], [-1.061, 2.252, -1.915], [1.458, 3.821, -2.588], [0.020, 4.556, -1.908], [0.355, 4.468, -4.563], [-1.239, 4.276, -3.865], [-0.387, 2.526, -5.671], [-1.326, 1.973, -4.308], [1.714, 1.995, -4.412], [0.740, 0.589, -4.722], [-2.711, 1.152, 6.054], [-1.382, 1.720, 6.038], [-0.283, 1.157, 6.659], [0.767, 1.941, 6.339], [0.257, 2.947, 5.539], [1.054, 3.979, 4.917], [-1.082, 2.849, 5.347], [-1.848, 1.543, 2.167], [-3.077, 1.058, 7.078], [-2.712, 0.177, 5.566], [-3.349, 1.819, 5.481], [-0.338, 0.280, 7.278], [1.802, 1.878, 6.623], [1.609, 4.547, 5.667], [0.369, 4.635, 4.387], [1.754, 3.546, 4.200], [-4.146, 2.859, -1.858], [-3.551, 2.865, -0.054], [-5.081, 3.031, 1.020], [-2.475, 4.392, 0.140], [-2.652, 1.293, 0.361], [-4.813, 3.704, -2.041], [-4.693, 1.945, -2.094], [-3.316, 2.941, -2.564], [-5.616, 3.960, 0.817], [-4.775, 3.021, 2.065], [-5.770, 2.202, 0.858], [-2.885, 5.243, -0.407], [-1.464, 4.200, -0.219], [-2.391, 4.644, 1.196], [-1.875, 1.041, -0.361], [-3.354, 0.454, 0.378]]
}